# 1
The following is a DFT calculation (ωB97M-V/def2-TZVPD) of a cluster of 7 separate species, C25H51F3N2O6PS7 in total.

Geometry (Å):
F1 1.005 2.785 -2.282
C1 1.467 1.534 -2.578
F2 2.561 1.500 -3.365
C2 0.790 0.473 -2.110
F3 -0.297 0.736 -1.288
C3 1.058 -1.021 -2.422
C4 2.566 -1.461 -2.303
C5 2.912 -2.094 -0.921
N1 2.217 -2.031 0.172
C6 2.939 -2.738 1.274
C7 4.448 -2.858 0.836
C8 5.415 -1.668 1.126
C9 6.518 -1.248 0.218
C10 7.329 -0.131 0.673
N2 7.227 0.628 1.789
C11 6.205 0.291 2.621
C12 5.334 -0.827 2.320
C13 4.217 -2.923 -0.734
P1 3.747 -4.737 -1.026
S1 2.097 -4.889 -2.050
H1 0.446 -1.631 -1.697
H2 0.663 -1.232 -3.465
H3 2.857 -2.148 -3.145
H4 3.249 -0.569 -2.395
H5 1.311 -1.559 0.252
H6 2.940 -1.960 2.096
H7 2.450 -3.639 1.715
H8 4.892 -3.739 1.367
H9 6.729 -1.790 -0.733
H10 8.164 0.155 -0.020
H11 6.083 0.874 3.563
H12 4.531 -1.068 3.067
H13 5.077 -2.773 -1.426
H14 3.537 -5.367 0.247
H15 4.792 -5.434 -1.694
C14 -5.219 3.204 -0.742
S2 -3.701 2.394 -0.210
O1 -3.389 2.887 1.162
C15 -2.613 3.262 -1.356
H16 -6.037 2.837 -0.126
H17 -5.128 4.284 -0.618
H18 -5.416 2.960 -1.787
H19 -2.685 4.338 -1.194
H20 -2.893 3.015 -2.381
H21 -1.590 2.935 -1.173
C16 -2.722 -1.954 -6.843
S3 -1.218 -2.772 -6.289
O2 -0.908 -2.264 -4.914
C17 -0.118 -1.928 -7.440
H22 -3.553 -2.303 -6.231
H23 -2.619 -0.873 -6.733
H24 -2.909 -2.210 -7.887
H25 -0.181 -0.849 -7.291
H26 -0.396 -2.184 -8.462
H27 0.902 -2.261 -7.248
C18 -8.262 6.301 0.626
S4 -7.947 4.562 0.984
O3 -9.249 3.846 0.896
C19 -7.575 4.795 2.731
H28 -8.554 6.389 -0.419
H29 -9.068 6.671 1.261
H30 -7.352 6.879 0.798
H31 -8.424 5.260 3.234
H32 -6.687 5.421 2.835
H33 -7.382 3.819 3.174
C20 0.708 -0.132 5.420
S5 1.359 -1.795 5.187
O4 2.364 -1.735 4.075
C21 -0.153 -2.497 4.504
H34 1.504 0.502 5.807
H35 0.362 0.267 4.465
H36 -0.114 -0.160 6.136
H37 -0.446 -1.948 3.607
H38 -0.946 -2.448 5.250
H39 0.037 -3.539 4.247
C22 -3.173 -2.620 -2.571
S6 -3.818 -3.610 -3.931
O5 -4.810 -2.770 -4.663
C23 -4.745 -4.763 -2.903
H40 -2.585 -1.805 -2.992
H41 -3.998 -2.211 -1.986
H42 -2.534 -3.241 -1.941
H43 -5.472 -4.220 -2.298
H44 -4.056 -5.314 -2.262
H45 -5.268 -5.461 -3.557
C24 3.946 4.466 4.446
S7 4.278 2.734 4.813
O6 2.998 1.987 4.640
C25 4.543 2.966 6.580
H46 3.714 4.554 3.385
H47 3.096 4.814 5.034
H48 4.831 5.062 4.673
H49 3.656 3.410 7.033
H50 5.409 3.610 6.736
H51 4.732 1.991 7.029

Results
HOMO level: -0.371 hartree
Charge: +1
LUMO energy: -3.7 eV
Max |F|: 0.07414 hartree/bohr
Multiplicity: 1
Orbital gap: 0.23684 Ha

=====

# 2
The following is a DFT calculation (ωB97M-V/def2-TZVPD) of a cluster of 3 separate species, C25H51F4N3O10S in total.

Geometry (Å):
C1 -2.389 -5.697 -0.376
C2 -0.930 -5.899 -0.892
C3 0.113 -4.933 -0.220
N1 -0.225 -3.578 -0.656
C4 0.638 -2.534 -0.257
S1 2.474 -2.931 -0.556
O1 3.038 -3.834 0.416
O2 2.467 -3.602 -1.832
C5 3.521 -1.417 -0.855
F1 3.266 -0.841 -2.013
F2 3.548 -0.546 0.141
F3 4.770 -1.891 -0.969
O3 0.455 -1.599 -1.369
C6 0.428 -0.257 -1.011
O4 0.215 0.635 -1.693
O5 0.666 -0.259 0.332
C7 0.271 -1.550 0.900
C8 -1.219 -1.255 1.290
C9 -2.319 -1.481 0.225
F4 -2.892 -2.743 0.460
C10 1.075 -1.542 2.230
C11 1.188 -2.877 3.018
C12 -0.089 -3.756 3.119
C13 0.234 -5.226 3.523
O6 1.305 -5.816 2.791
H1 -2.956 -6.647 -0.444
H2 -2.895 -4.962 -1.023
H3 -2.364 -5.392 0.684
H4 -0.930 -5.598 -1.966
H5 -0.589 -6.947 -0.881
H6 1.094 -5.322 -0.544
H7 0.026 -5.124 0.860
H8 -0.492 -3.508 -1.631
H9 -1.242 -0.174 1.531
H10 -1.563 -1.753 2.212
H11 -3.114 -0.731 0.396
H12 -1.995 -1.430 -0.825
H13 0.565 -0.814 2.896
H14 2.102 -1.139 2.126
H15 1.449 -2.597 4.063
H16 2.072 -3.446 2.667
H17 -0.739 -3.712 2.223
H18 -0.719 -3.349 3.942
H19 -0.651 -5.864 3.340
H20 0.472 -5.240 4.606
H21 2.149 -5.555 3.184
C14 3.352 4.606 2.346
O7 3.357 4.839 3.744
C15 2.264 5.636 4.192
C16 1.316 4.811 5.046
N2 0.595 3.833 4.236
C17 -0.151 2.851 5.019
C18 0.650 1.891 5.902
O8 1.458 0.979 5.174
C19 2.745 1.471 4.831
H22 4.289 4.114 2.085
H23 2.526 3.950 2.056
H24 3.289 5.547 1.791
H25 1.738 6.113 3.360
H26 2.688 6.430 4.814
H27 0.596 5.477 5.530
H28 1.913 4.323 5.826
H29 1.258 3.338 3.653
H30 -0.718 2.248 4.303
H31 -0.886 3.375 5.638
H32 -0.073 1.276 6.445
H33 1.238 2.411 6.666
H34 3.135 2.173 5.571
H35 2.719 1.938 3.842
H36 3.426 0.621 4.765
C20 -1.563 -0.212 -6.366
O9 -2.323 0.401 -5.339
C21 -1.522 1.039 -4.344
C22 -1.699 2.546 -4.404
N3 -1.086 3.102 -5.607
C23 -1.422 4.504 -5.849
C24 -2.886 4.840 -6.144
O10 -3.361 4.319 -7.374
C25 -3.857 2.992 -7.310
H37 -2.247 -0.784 -6.992
H38 -1.067 0.537 -6.992
H39 -0.819 -0.897 -5.949
H40 -0.469 0.758 -4.422
H41 -1.887 0.686 -3.376
H42 -1.234 2.997 -3.523
H43 -2.776 2.755 -4.372
H44 -1.385 2.560 -6.408
H45 -0.829 4.823 -6.710
H46 -1.083 5.101 -4.996
H47 -2.952 5.928 -6.239
H48 -3.555 4.569 -5.319
H49 -4.305 2.761 -6.341
H50 -3.065 2.274 -7.539
H51 -4.621 2.884 -8.082

Results
HOMO level: -0.313 hartree
LUMO energy: 0.5 eV
SMILES: CCCN[C@@]1(S(=O)(=O)C(F)(F)F)OC(=O)O[C@]1(CCF)CCCCO.COCCNCCOC.COCCNCCOC
Max |F|: 0.11389 hartree/bohr
Multiplicity: 1
Orbital gap: 0.32999 Ha

=====

# 3
The following is a DFT calculation (ωB97M-V/def2-TZVPD) of a cluster of 3 separate species, C25H51FN6O5P2 in total.

Geometry (Å):
C1 0.407 2.382 -1.711
C2 -1.057 1.896 -1.587
C3 -1.292 0.844 -0.473
C4 -0.384 -0.370 -0.492
C5 -0.258 -1.191 -1.543
C6 -0.963 -1.037 -2.871
C7 -2.481 -1.083 -2.797
O1 -3.113 -1.337 -3.800
C8 0.640 -2.376 -1.451
O2 0.985 -3.012 -2.429
C9 1.089 -2.827 -0.112
C10 1.000 -2.037 0.954
C11 1.510 -2.570 2.279
C12 1.181 -1.749 3.521
F1 2.165 -0.770 3.667
C13 0.441 -0.670 0.758
O3 0.641 0.231 1.546
H1 0.858 2.018 -2.632
H2 0.390 3.469 -1.780
H3 0.962 2.126 -0.811
H4 -1.468 1.602 -2.550
H5 -1.640 2.774 -1.300
H6 -2.315 0.475 -0.554
H7 -1.248 1.365 0.480
H8 -0.591 -0.133 -3.353
H9 -0.666 -1.856 -3.524
H10 -3.046 -0.894 -1.870
H11 1.519 -3.816 -0.022
H12 1.198 -3.602 2.445
H13 2.601 -2.597 2.221
H14 1.246 -2.349 4.426
H15 0.239 -1.216 3.425
C14 2.777 4.896 2.515
N1 3.353 4.463 1.266
C15 3.175 3.042 1.002
P1 4.038 5.357 -0.020
O4 2.810 5.303 -0.915
N2 4.113 7.086 0.078
C16 3.942 7.905 1.268
C17 3.595 7.802 -1.090
N3 5.618 5.198 0.632
C18 6.017 5.193 2.020
C19 6.692 5.547 -0.302
H16 3.119 4.248 3.333
H17 1.680 4.864 2.499
H18 3.078 5.901 2.798
H19 4.104 2.502 1.237
H20 2.925 2.818 -0.037
H21 2.370 2.614 1.600
H22 3.083 7.607 1.875
H23 3.764 8.946 0.998
H24 4.848 7.935 1.879
H25 2.506 7.929 -1.049
H26 3.823 7.274 -2.012
H27 4.050 8.792 -1.166
H28 5.588 6.008 2.605
H29 7.100 5.291 2.097
H30 5.762 4.250 2.511
H31 6.905 6.624 -0.292
H32 6.416 5.270 -1.321
H33 7.611 5.004 -0.073
C20 -1.997 -5.677 -1.007
N4 -2.692 -4.937 0.021
C21 -1.853 -4.621 1.162
P2 -4.255 -4.229 0.032
O5 -3.862 -2.775 -0.143
N5 -5.242 -4.337 -1.384
C22 -5.032 -5.205 -2.533
C23 -5.850 -3.077 -1.826
N6 -4.944 -5.655 0.691
C24 -4.582 -7.030 0.431
C25 -6.302 -5.480 1.215
H34 -1.492 -6.547 -0.569
H35 -1.237 -5.068 -1.515
H36 -2.662 -6.082 -1.765
H37 -2.059 -5.289 2.012
H38 -2.016 -3.591 1.495
H39 -0.795 -4.707 0.910
H40 -3.998 -5.209 -2.886
H41 -5.631 -4.874 -3.381
H42 -5.375 -6.226 -2.343
H43 -5.168 -2.483 -2.448
H44 -6.138 -2.457 -0.980
H45 -6.755 -3.271 -2.404
H46 -4.491 -7.268 -0.630
H47 -5.342 -7.698 0.835
H48 -3.645 -7.303 0.924
H49 -7.058 -5.598 0.428
H50 -6.420 -4.484 1.644
H51 -6.515 -6.189 2.017

Results
HOMO level: -0.286 hartree
LUMO energy: -1.1 eV
SMILES: CCCC1=C(CC=O)C(=O)C=C(CCF)C1=O.CN(C)P(=O)(N(C)C)N(C)C.CN(C)P(=O)(N(C)C)N(C)C
Max |F|: 0.12911 hartree/bohr
Multiplicity: 1
Orbital gap: 0.24643 Ha

=====

Question: max |F| of number 1 (C25H51F3N2O6PS7)?
Answer: 0.07414 hartree/bohr

=====

Question: Which of these has the lowest HOMO level?
Answer: C25H51F3N2O6PS7

=====

Question: What is the max |F| in the third record?
Answer: 0.12911 hartree/bohr